Density functional theory data (wB97M-V/def2-TZVPD) for 9 unconnected molecules or ions with the total composition C14H39F9N5O8 at a distorted geometry.

Last column: Löwdin charge in e.
Positions of all 75 atoms, in Å:
N  6.855  3.451  0.647  0.3459
H  5.856  3.331  0.552  0.1533
H  6.926  4.152  1.371  0.1534
H  7.204  3.904  -0.186  0.1633
H  7.214  2.527  0.838  0.1583
N  4.041  0.927  5.291  0.1695
H  4.920  0.768  4.821  0.1067
H  3.387  0.342  4.790  0.0854
H  3.678  1.864  5.191  0.0735
H  4.006  0.627  6.255  0.1057
N  0.270  5.834  5.005  0.3185
H  -0.073  5.206  5.718  0.1388
H  0.689  5.403  4.193  0.1391
H  1.067  6.326  5.382  0.1459
H  -0.448  6.520  4.820  0.1579
N  -2.493  -1.133  5.705  0.3362
H  -3.367  -0.788  5.334  0.1564
H  -1.966  -1.324  4.865  0.1566
H  -2.793  -1.868  6.329  0.1597
H  -2.065  -0.384  6.231  0.1398
N  3.156  -4.990  6.189  0.3274
H  4.125  -4.770  6.009  0.1469
H  3.030  -5.989  6.266  0.1628
H  2.619  -4.619  5.419  0.1446
H  2.979  -4.412  6.998  0.1413
O  1.073  -1.101  1.926  -0.4176
C  0.602  -0.332  0.782  -0.3734
C  1.133  1.096  0.306  -0.4217
O  1.634  2.133  1.094  -0.3795
H  -0.480  -0.260  0.891  0.0664
H  0.658  -0.923  -0.132  0.0789
H  0.466  1.493  -0.460  0.0846
H  2.025  0.892  -0.286  0.0761
C  5.547  -5.837  -1.321  -0.0538
C  4.205  -6.247  -2.085  -0.1835
O  4.429  -7.477  -2.769  -0.0379
C  4.817  -7.584  -4.128  -0.2781
O  5.040  -6.629  -4.827  0.1648
C  5.023  -9.045  -4.644  -0.5580
F  6.244  -9.346  -5.125  0.1678
F  4.610  -9.975  -3.796  0.1808
F  4.263  -9.144  -5.717  0.1751
H  5.545  -4.841  -0.879  0.0585
H  6.341  -5.727  -2.058  0.0700
H  5.849  -6.539  -0.543  0.0658
H  3.999  -5.503  -2.854  0.1130
H  3.373  -6.384  -1.394  0.1150
C  0.356  6.051  -5.968  -0.0563
C  -1.157  5.641  -5.862  -0.1567
O  -1.692  5.654  -7.208  0.0605
C  -2.949  5.480  -7.330  -0.3990
O  -3.737  5.473  -6.369  0.1134
C  -3.513  5.158  -8.714  -0.5745
F  -2.494  5.130  -9.570  0.1764
F  -4.105  3.969  -8.756  0.1807
F  -4.462  6.038  -8.987  0.1925
H  0.561  7.069  -6.300  0.0746
H  0.923  5.390  -6.623  0.0736
H  0.802  5.985  -4.976  0.0656
H  -1.647  6.266  -5.115  0.1221
H  -1.237  4.616  -5.501  0.1273
C  -6.676  -1.206  0.339  -0.0563
C  -6.817  0.297  0.650  -0.1992
O  -8.094  0.472  1.187  0.0252
C  -8.347  0.198  2.463  -0.3507
O  -7.541  -0.277  3.251  0.1133
C  -9.824  0.529  2.846  -0.5271
F  -10.437  1.258  1.911  0.1754
F  -10.558  -0.614  2.929  0.1523
F  -9.798  1.158  4.011  0.1840
H  -5.697  -1.473  -0.059  0.0758
H  -7.357  -1.487  -0.464  0.0824
H  -6.930  -1.924  1.119  0.0759
H  -6.736  0.888  -0.262  0.1325
H  -6.049  0.632  1.347  0.1161

The value obtained for the maximum force is 0.10669 Eh/bohr. As for the charge: +3. The frontier orbital gap comes out at 2.759 eV.